The following is a quantum chemistry calculation of 13 unconnected molecules or ions with the total composition C28H76BN20O20 at a distorted geometry, from the OMol25 dataset.

Each line ends with the Löwdin charge.
Element x y z (Å)
O: -1.2890 0.7184 2.4500  0.15
C: -0.5231 -0.0869 2.0674  -0.37
O: -0.0348 -0.1898 0.8570  0.25
B: 0.7290 -1.4266 0.6721  -0.92
O: 0.8135 -2.0202 2.0270  0.19
C: 0.0969 -1.2739 2.8424  -0.36
O: -0.1555 -1.6056 3.9643  0.12
O: 2.0107 -1.2654 -0.0050  0.25
C: 2.0537 -2.0369 -1.0675  -0.38
O: 2.9851 -2.0448 -1.8018  0.10
C: 0.6750 -2.7163 -1.2234  -0.41
O: -0.0182 -2.3355 -0.1876  0.22
O: 0.2409 -3.3148 -2.1238  0.18
C: -2.3788 -3.8541 1.1818  -0.07
C: -3.1762 -3.2647 0.0198  -0.40
C: -3.5454 -4.3301 -1.0197  -0.19
O: -4.5457 -3.9604 -1.9407  -0.20
C: -4.2421 -2.9552 -2.8701  -0.11
N: -4.4496 -2.6315 0.5437  0.05
H: -2.0112 -3.0449 1.8079  0.05
H: -1.5061 -4.3496 0.7363  0.07
H: -2.9030 -4.5760 1.8060  0.08
H: -2.5746 -2.4538 -0.4123  0.12
H: -4.0753 -5.0854 -0.4278  0.13
H: -2.6830 -4.7816 -1.5155  0.13
H: -4.8594 -2.0734 -2.7030  0.06
H: -4.5398 -3.3320 -3.8595  0.09
H: -3.1948 -2.6591 -2.9787  0.09
H: -4.4376 -1.5886 0.5039  0.04
H: -5.0840 -2.7385 -0.2576  0.05
C: 1.1569 3.8723 -3.0672  -0.06
C: 0.0534 4.4885 -2.2118  -0.39
C: 0.6138 5.2226 -0.9698  -0.23
O: 1.6711 6.0415 -1.3206  -0.18
C: 2.5285 6.3792 -0.2610  -0.10
N: -0.6176 5.5112 -3.0489  0.02
H: 0.7169 3.1204 -3.7318  0.05
H: 1.9082 3.3530 -2.4778  0.08
H: 1.5974 4.5752 -3.7751  0.08
H: -0.5393 3.6391 -1.8675  0.13
H: 0.9052 4.4544 -0.2458  0.13
H: -0.2567 5.7844 -0.6091  0.12
H: 2.0228 7.0254 0.4649  0.09
H: 3.4388 6.8753 -0.5951  0.09
H: 2.8684 5.5005 0.2996  0.09
H: 0.0760 6.1962 -3.3390  0.08
H: -1.1949 6.0240 -2.3769  0.08
C: 5.3410 -0.0133 -0.0164  -0.06
C: 5.6059 -0.2143 1.4641  -0.43
C: 4.4435 -0.8618 2.1642  -0.20
O: 4.6858 -1.1362 3.5360  -0.19
C: 3.5716 -1.6460 4.2027  -0.10
N: 6.8537 -0.9953 1.6460  0.04
H: 4.8309 -0.8713 -0.4638  0.06
H: 6.2805 -0.0347 -0.5742  0.07
H: 4.7755 0.8975 -0.1953  0.08
H: 5.7723 0.7680 1.9323  0.13
H: 4.2914 -1.8687 1.7521  0.13
H: 3.5564 -0.2266 2.0875  0.13
H: 3.0178 -2.3372 3.5494  0.08
H: 2.9153 -0.8399 4.5343  0.08
H: 3.8873 -2.3061 5.0084  0.09
H: 7.6277 -0.3412 1.6295  0.06
H: 6.8247 -1.3984 2.5809  0.06
C: -3.3280 4.7141 -5.9182  -0.07
C: -3.2860 3.5887 -4.9084  -0.45
C: -2.1903 2.5407 -5.1711  -0.20
O: -2.2676 1.4627 -4.2632  -0.25
C: -1.3045 0.4455 -4.5149  -0.07
N: -3.2723 4.1352 -3.5491  0.05
H: -3.6811 4.2361 -6.8382  0.08
H: -2.3381 5.1450 -6.0957  0.08
H: -3.9882 5.5545 -5.7264  0.08
H: -4.2459 3.0644 -5.0091  0.13
H: -1.2446 3.0874 -5.0594  0.12
H: -2.3255 2.2850 -6.2313  0.13
H: -0.2694 0.7930 -4.3843  0.08
H: -1.3374 0.0845 -5.5453  0.10
H: -1.4580 -0.3249 -3.7600  0.09
H: -2.4108 4.6940 -3.4188  0.03
H: -3.1463 3.3978 -2.8630  0.04
C: 1.2669 -0.1011 7.5071  -0.59
O: 1.5343 -1.2182 8.0047  -0.03
N: 0.6482 0.0191 6.2462  0.16
N: 1.5871 1.1302 8.1110  0.13
H: 0.4859 -0.7610 5.6420  0.05
H: 0.5015 0.9526 5.9143  0.04
H: 2.0946 1.1237 8.9722  0.08
H: 1.3923 2.0134 7.6945  0.07
C: -3.1031 -3.5873 5.2202  -0.62
O: -4.0537 -4.2026 5.7317  -0.02
N: -3.2515 -2.7450 4.1113  0.16
N: -1.7842 -3.7643 5.6657  0.15
H: -4.1663 -2.6638 3.7141  0.10
H: -2.3969 -2.3148 3.8258  0.05
H: -1.8006 -4.3116 6.5083  0.09
H: -0.9848 -3.2740 5.3205  0.06
C: -5.2423 3.4686 2.6082  -0.63
O: -4.6915 4.1793 3.4746  -0.03
N: -6.6283 3.3560 2.5056  0.14
N: -4.5148 2.7660 1.6726  0.16
H: -6.9414 2.7149 1.8033  0.09
H: -7.1890 4.0722 2.9093  0.09
H: -4.9570 2.0491 1.1169  0.06
H: -3.5281 2.8951 1.6429  0.08
C: 0.2763 3.1647 4.4912  -0.55
O: 1.1612 2.2830 4.4140  -0.03
N: 0.5234 4.4036 5.1692  0.13
N: -1.0781 2.9521 4.1364  0.17
H: 1.3832 4.6084 5.6375  0.08
H: -0.2175 5.0346 5.3795  0.07
H: -1.7235 3.6574 4.4070  0.07
H: -1.3832 2.1414 3.6152  0.05
C: -4.0169 0.6634 -1.3348  -0.59
O: -4.7201 0.3275 -0.3547  -0.04
N: -4.4554 0.6158 -2.6518  0.17
N: -2.7301 1.1609 -1.1666  0.19
H: -3.8740 0.9145 -3.4376  0.07
H: -5.4069 0.3748 -2.8345  0.10
H: -2.1388 1.3137 -1.9641  0.06
H: -2.3860 1.2753 -0.2356  0.08
C: 4.7214 -0.4625 -4.5792  -0.64
O: 5.0155 0.0355 -5.6680  0.00
N: 3.4678 -0.2843 -4.0004  0.15
N: 5.5816 -1.2806 -3.8590  0.15
H: 2.9244 0.5297 -4.1955  0.08
H: 3.1497 -0.8220 -3.1957  0.05
H: 6.4862 -1.2948 -4.2965  0.09
H: 5.3391 -1.8024 -3.0453  0.07
C: 3.4081 -4.2565 -5.0096  -0.60
O: 2.9228 -4.3325 -6.1507  -0.01
N: 2.6062 -4.0754 -3.8728  0.15
N: 4.7651 -4.4426 -4.6833  0.13
H: 1.6098 -4.1815 -3.8707  0.08
H: 2.9766 -3.8501 -2.9729  0.05
H: 5.0866 -4.6503 -3.7641  0.07
H: 5.4757 -4.2310 -5.3574  0.09
C: 2.1693 -5.0570 1.1021  -0.57
O: 2.9638 -4.1560 0.7391  0.01
N: 1.0612 -4.8413 1.9086  0.18
N: 2.3153 -6.3844 0.6443  0.14
H: 0.8700 -3.8985 2.2256  0.08
H: 0.3617 -5.5322 2.0816  0.09
H: 3.1845 -6.6997 0.2779  0.09
H: 1.5331 -6.9813 0.8141  0.08

- Total charge: -1
- 2S+1: 1
- LUMO level: 1.8 eV
- Orbital gap: 9.0603 eV
- Highest occupied orbital energy: -0.26634 Ha